101
Properties=species:S:1:pos:R:3 method="wB97M-V/def2-TZVPD" total_charge=-2 multiplicity=2 s_squared=0.781 relative_energy_ev=1.610
Hg -0.269 -0.685 1.519
F 1.468 6.144 -5.407
F 0.904 4.468 -6.647
F -0.586 5.505 -5.489
O 1.268 -4.869 -5.069
O -0.019 -1.356 -1.400
O 4.083 -3.664 6.286
O 0.549 -2.566 0.393
O 3.194 -5.877 -4.280
O 5.528 -3.667 4.543
N -0.622 -0.071 4.004
N 0.829 4.463 1.227
N -4.494 -3.437 0.931
N -7.115 4.216 -2.453
N 1.682 -0.976 2.879
N 0.684 1.652 1.152
N -1.903 0.591 0.669
N -2.334 -1.861 1.845
N 2.333 -0.021 0.222
C 1.571 1.200 0.174
C 2.650 0.207 -1.217
C 4.102 0.376 -1.501
C 0.729 2.752 -4.467
C 1.516 -4.454 -3.775
C 3.146 -4.819 -2.045
C -6.064 2.122 -1.911
C -0.394 2.469 0.621
C -2.289 0.022 5.692
C 3.294 -0.575 1.090
C 1.591 3.757 -2.023
C 4.480 -3.365 5.142
C 3.471 -2.533 4.316
C -0.124 3.831 0.553
C 2.225 -2.214 4.840
C -7.069 2.883 -2.484
C -0.455 -1.505 5.878
C -1.632 -0.982 6.384
C 0.963 1.894 -3.407
C 1.408 2.382 -2.175
C 1.769 1.439 -1.128
C -4.121 0.665 -0.220
C 1.251 -3.327 -1.718
C -3.092 -0.033 0.439
C 3.800 -2.025 3.080
C -5.056 4.139 -1.214
C 1.319 2.334 2.259
C 0.035 -1.006 4.674
C -5.014 2.746 -1.242
C 4.993 -0.010 -0.593
C -2.700 2.596 -0.314
C 1.420 3.670 2.193
C 2.403 -3.941 -1.245
C -4.308 -2.212 0.518
C 0.514 -2.327 -0.849
C 2.304 -5.789 -5.390
C 4.571 -0.606 0.679
C 1.357 -1.444 4.098
C -3.256 -1.368 0.942
C -1.745 0.441 4.490
C -2.522 -3.126 2.255
C 1.350 4.619 -3.081
C 0.790 -3.574 -3.018
C -6.104 4.812 -1.820
C -3.569 -3.899 1.842
C 0.684 5.048 -5.450
C -3.919 1.979 -0.592
C -1.675 1.869 0.317
C 2.896 -1.216 2.385
C 0.932 4.118 -4.307
C 2.663 -5.056 -3.306
H 1.944 4.200 2.983
H 5.324 -1.082 1.287
H -5.082 0.193 -0.357
H -3.206 0.460 6.062
H 6.055 0.079 -0.789
H 1.992 -2.576 5.830
H -7.884 2.391 -3.004
H 4.393 0.803 -2.454
H 4.052 -5.289 -1.688
H 0.068 -2.288 6.407
H 2.183 -0.573 -1.830
H 4.772 -2.289 2.694
H 2.717 -3.730 -0.232
H 1.505 5.682 -2.953
H -6.134 5.897 -1.791
H -5.014 -1.852 -0.224
H -6.095 1.045 -2.010
H -3.690 -4.912 2.200
H -2.516 3.617 -0.606
H 2.851 -5.429 -6.264
H -4.289 4.701 -0.702
H -0.751 4.467 -0.070
H -1.789 -3.520 2.951
H 1.914 4.147 -1.065
H 0.786 0.830 -3.515
H 1.729 1.719 3.050
H 0.384 2.363 -5.416
H -0.092 -3.071 -3.388
H 1.871 -6.773 -5.587
H -2.224 1.198 3.878
H -2.036 -1.364 7.314

=====

97
Properties=species:S:1:pos:R:3 method="wB97M-V/def2-TZVPD" total_charge=+3 e_tot_ev=-153895.483
Pt 0.179 -0.983 -0.578
Br 3.463 10.554 0.019
P 0.555 -2.513 1.188
P -2.142 -0.936 -0.819
O -1.788 -3.615 0.092
O 2.276 -0.816 -0.471
N 4.152 5.056 -1.977
N 4.405 4.009 -1.305
N 0.678 0.915 -1.698
C 2.323 -2.807 1.395
C 3.092 -2.154 2.354
C 4.260 -4.035 0.664
C -3.951 1.812 2.373
C -3.289 -2.346 -1.047
C 3.830 2.861 -1.248
C -4.469 -2.185 -1.779
C 4.086 6.538 -0.052
C -3.597 1.440 -3.825
C -1.910 -0.756 -3.553
C 1.664 3.420 -2.466
C 3.884 7.805 0.380
C -2.057 -5.609 1.511
C -3.077 0.814 -4.949
C 4.135 0.602 -0.353
C -3.626 -4.744 -1.066
C 0.422 2.990 -2.864
C 1.929 1.313 -1.378
C 5.029 -3.380 1.619
C -1.471 -1.116 4.463
C -1.006 -1.938 3.442
C -2.927 -3.623 -0.648
C -2.862 0.129 0.446
C 2.758 0.298 -0.698
C -2.146 1.240 0.895
C 4.446 -2.447 2.464
C -4.780 -4.563 -1.812
C -1.422 -6.423 2.443
C 2.910 -3.748 0.550
C -5.230 -3.286 -2.126
C -0.033 -1.475 2.562
C -0.039 1.737 -2.461
C -4.663 0.705 1.938
C 0.462 -0.175 2.713
C -0.964 0.163 4.616
C -2.449 -0.139 -2.421
C 2.459 2.552 -1.714
C 3.867 8.621 -1.963
C -2.694 2.084 1.847
C 0.013 0.630 3.744
C -1.377 -4.504 1.034
C 0.496 -4.987 2.458
C -0.135 -4.146 1.542
C 4.634 1.812 -0.619
C 4.041 7.349 -2.408
C -0.142 -6.137 2.891
C -3.290 0.961 -2.556
C -4.123 -0.137 0.976
C -2.226 -0.280 -4.815
C 4.118 6.267 -1.468
C 3.756 8.853 -0.574
H -0.209 3.610 -3.486
H -6.151 -3.152 -2.677
H -1.258 -1.616 -3.440
H -3.347 1.168 -5.935
H -1.401 -2.941 3.344
H -5.644 0.498 2.343
H -3.259 -5.738 -0.863
H -3.706 1.437 -1.675
H 1.471 -4.733 2.853
H 4.220 5.722 0.646
H -4.375 2.466 3.124
H -5.327 -5.429 -2.159
H -1.944 -7.293 2.819
H -2.142 2.951 2.186
H -1.158 1.448 0.497
H 4.711 -4.777 0.019
H -3.063 -5.832 1.192
H -1.829 -0.768 -5.695
H 0.421 1.625 3.869
H 1.227 0.199 2.040
H 2.311 -4.260 -0.196
H 4.729 -0.178 0.107
H -4.686 -0.997 0.638
H -1.326 0.797 5.415
H -1.018 1.399 -2.760
H 4.138 7.130 -3.464
H 5.661 2.054 -0.379
H 2.638 -1.444 3.032
H 3.828 9.452 -2.654
H 0.347 -6.792 3.600
H -2.220 -1.488 5.149
H 2.027 4.396 -2.756
H -4.250 2.296 -3.935
H 6.083 -3.608 1.711
H -4.794 -1.200 -2.085
H 5.040 -1.960 3.227
H 3.819 8.033 1.434